A structure of composition C5H9O3Sn. Source: the OMol25 dataset; level of theory: ωB97M-V/def2-TZVPD.

Positions of all 18 atoms, in Å:
O 1.046 -0.244 -0.588
Sn 2.798 0.886 -1.345
O 1.372 1.929 -0.566
C 0.484 1.011 -0.336
C 0.185 -1.372 -0.762
C 1.026 -2.617 -0.904
H -0.480 -1.442 0.110
H -0.432 -1.207 -1.659
H 1.552 -2.847 0.032
H 0.375 -3.465 -1.154
H 1.765 -2.500 -1.708
O -0.047 0.993 0.969
C -1.249 1.666 0.984
C -1.723 2.074 2.197
H -0.623 1.382 -0.814
H -1.404 1.582 3.117
H -2.646 2.651 2.233
H -1.999 1.521 0.196

Properties
HOMO (alpha / beta) in eV: -5.77 / -8.90
Largest force on an atom in eV/A: 5.87
Net charge: 0
Kohn-Sham gap (alpha / beta) in eV: 6.073 / 9.074
Energy in eV: -17300.8457
Multiplicity: 2
<S²>: 0.7537
Energy relative to the best compared isomer or geometry (same formula, charge and spin) in kcal per mole: 0.00
Molecular weight in g mol⁻¹: 235.835

From a Löwdin analysis of the wavefunction, the atomic charges in e read: atom 1 (O): -0.336, atom 2 (Sn): 0.976, atom 3 (O): -0.365, atom 4 (C): -0.712, atom 5 (C): -0.223, atom 6 (C): -0.065, atom 7 (H): 0.134, atom 8 (H): 0.135, atom 9 (H): 0.089, atom 10 (H): 0.087, atom 11 (H): 0.080, atom 12 (O): -0.029, atom 13 (C): -0.223, atom 14 (C): 0.037, atom 15 (H): 0.183, atom 16 (H): 0.064, atom 17 (H): 0.048, atom 18 (H): 0.121

---

A cluster of 2 separate species, C3H11N3O2 in total. Source: the OMol25 dataset; level of theory: ωB97M-V/def2-TZVPD.

Positions of all 19 atoms, in Å:
C -2.241 -0.265 0.200
N -1.633 -0.853 1.286
O 0.516 -1.027 0.586
H 1.006 -1.075 1.421
H -1.495 -1.852 1.154
H -2.966 0.493 0.513
H -2.626 -0.920 -0.586
H -1.407 0.525 -0.284
C 1.206 -0.393 -1.678
N 0.110 1.202 -0.082
C 1.234 0.088 -0.242
O -0.034 1.540 1.286
N 2.432 0.382 0.249
H -0.527 0.773 1.652
H 0.479 2.042 -0.526
H 2.327 0.876 1.137
H 1.872 -1.247 -1.772
H 1.548 0.397 -2.348
H 0.199 -0.687 -1.967

Properties
HOMO (alpha / beta) in eV: -8.09 / -9.45
Largest force on an atom in eV/A: 4.02
Net charge: 0
Kohn-Sham gap (alpha / beta) in eV: 6.327 / 9.761
Energy in eV: -11848.2145
Multiplicity: 1
Energy relative to the best compared isomer or geometry (same formula, charge and spin) in kcal per mole: 173.48
Molecular weight in g mol⁻¹: 121.140

From a Löwdin analysis of the wavefunction, the atomic charges in e read: atom 1 (C): -0.254, atom 2 (N): -0.003, atom 3 (O): -0.070, atom 4 (H): 0.091, atom 5 (H): 0.050, atom 6 (H): 0.078, atom 7 (H): 0.072, atom 8 (H): 0.112, atom 9 (C): -0.022, atom 10 (N): -0.047, atom 11 (C): -0.637, atom 12 (O): -0.071, atom 13 (N): 0.200, atom 14 (H): 0.058, atom 15 (H): 0.132, atom 16 (H): 0.062, atom 17 (H): 0.086, atom 18 (H): 0.083, atom 19 (H): 0.079

---

A cluster of 2 separate species, C16H25NO3 in total. Source: the OMol25 dataset; level of theory: ωB97M-V/def2-TZVPD.

Positions of all 45 atoms, in Å:
H 0.653 -3.468 -2.178
N 1.094 -3.156 -3.048
C 1.658 -2.043 -2.878
C 2.405 -1.432 -4.052
C 1.622 -1.359 -1.510
C 1.313 0.123 -1.551
C 0.128 0.658 -1.817
C -1.060 -0.212 -2.160
C -2.386 0.187 -1.465
C -2.372 0.152 0.102
C -1.336 -0.814 0.702
C -2.273 1.592 0.672
C 0.013 2.157 -1.774
O -0.929 2.720 -2.216
C 1.087 2.986 -1.121
C 2.259 2.461 -0.852
C 2.481 1.039 -1.266
O 3.595 0.629 -1.408
H 3.366 -1.057 -3.677
H 2.592 -2.247 -4.755
H 1.792 -0.639 -4.492
H 0.880 -1.836 -0.857
H 2.589 -1.497 -1.007
H -1.230 -0.092 -3.244
H -0.895 -1.278 -1.996
H -2.775 1.141 -1.833
H -3.129 -0.567 -1.776
H -3.357 -0.241 0.397
H -1.345 -1.799 0.218
H -0.314 -0.424 0.598
H -1.553 -0.915 1.783
H -2.808 1.624 1.631
H -1.237 1.919 0.826
H -2.819 2.260 -0.003
H 0.930 4.025 -0.844
H 3.044 3.024 -0.356
C 0.610 -0.006 5.440
C -0.868 -0.301 5.258
O -1.063 -1.356 4.320
H 1.063 0.269 4.487
H 0.762 0.808 6.151
H 1.138 -0.890 5.805
H -1.387 0.577 4.875
H -1.325 -0.584 6.212
H -0.612 -2.137 4.662

Properties
HOMO in eV: -9.60
Largest force on an atom in eV/A: 2.63
Net charge: 0
Structure (SMILES): [H]/N=C(/C)CC1=C(CCC(C)C)C(=O)C=CC1=O.CCO
Kohn-Sham gap in eV: 8.673
Energy in eV: -24628.5861
Multiplicity: 1
Energy relative to the best compared isomer or geometry (same formula, charge and spin) in kcal per mole: 74.46
Molecular weight in g mol⁻¹: 279.380

From a Löwdin analysis of the wavefunction, the atomic charges in e read: atom 1 (H): 0.051, atom 2 (N): 0.131, atom 3 (C): -0.419, atom 4 (C): -0.026, atom 5 (C): -0.083, atom 6 (C): -0.106, atom 7 (C): -0.095, atom 8 (C): -0.116, atom 9 (C): -0.159, atom 10 (C): -0.389, atom 11 (C): -0.068, atom 12 (C): -0.067, atom 13 (C): -0.343, atom 14 (O): 0.134, atom 15 (C): 0.019, atom 16 (C): 0.020, atom 17 (C): -0.334, atom 18 (O): 0.114, atom 19 (H): 0.080, atom 20 (H): 0.077, atom 21 (H): 0.084, atom 22 (H): 0.102, atom 23 (H): 0.129, atom 24 (H): 0.137, atom 25 (H): 0.097, atom 26 (H): 0.097, atom 27 (H): 0.113, atom 28 (H): 0.124, atom 29 (H): 0.079, atom 30 (H): 0.068, atom 31 (H): 0.071, atom 32 (H): 0.074, atom 33 (H): 0.073, atom 34 (H): 0.073, atom 35 (H): 0.125, atom 36 (H): 0.124, atom 37 (C): -0.095, atom 38 (C): -0.319, atom 39 (O): -0.094, atom 40 (H): 0.074, atom 41 (H): 0.074, atom 42 (H): 0.072, atom 43 (H): 0.110, atom 44 (H): 0.107, atom 45 (H): 0.082

---

A structure of composition C6H4MnO6. Source: the OMol25 dataset; level of theory: ωB97M-V/def2-TZVPD.

Positions of all 17 atoms, in Å:
O 0.219 -0.162 -5.799
C 0.339 -0.260 -4.679
Mn 0.315 -0.170 0.293
O 2.113 -2.518 -0.778
C 1.413 -1.604 -0.695
C -0.740 1.175 -0.680
O -1.478 2.067 -0.650
C -1.116 -1.300 -0.589
O -2.045 -1.986 -0.602
C 1.774 0.884 -0.585
O 2.694 1.586 -0.600
C -0.976 0.399 2.668
O 0.277 -0.206 2.138
H -1.836 -0.035 2.137
H -0.903 1.487 2.470
H -1.020 0.183 3.750
H 0.971 0.460 2.202

Properties
HOMO (alpha / beta) in eV: -22.17 / -22.11
Largest force on an atom in eV/A: 8.21
Net charge: +3
Kohn-Sham gap (alpha / beta) in eV: 4.080 / 4.130
Energy in eV: -49850.6632
Multiplicity: 5
<S²>: 6.0789
Energy relative to the best compared isomer or geometry (same formula, charge and spin) in kcal per mole: 0.00
Molecular weight in g mol⁻¹: 227.030

From a Löwdin analysis of the wavefunction, the atomic charges in e read: atom 1 (O): 0.082, atom 2 (C): -0.030, atom 3 (Mn): 0.727, atom 4 (O): 0.365, atom 5 (C): 0.086, atom 6 (C): 0.058, atom 7 (O): 0.368, atom 8 (C): 0.080, atom 9 (O): 0.370, atom 10 (C): 0.075, atom 11 (O): 0.374, atom 12 (C): 0.055, atom 13 (O): -0.146, atom 14 (H): 0.119, atom 15 (H): 0.130, atom 16 (H): 0.154, atom 17 (H): 0.135

---

A cluster of 3 separate species, C14H35BN2O2 in total. Source: the OMol25 dataset; level of theory: ωB97M-V/def2-TZVPD.

Positions of all 54 atoms, in Å:
C -2.310 -1.316 -0.958
O -2.179 -1.330 0.455
C -1.290 -2.334 0.955
C 0.198 -1.918 0.953
C 0.848 -1.996 -0.427
N 0.382 -0.561 1.491
H -2.269 -2.320 -1.388
H -1.540 -0.679 -1.399
H -3.281 -0.875 -1.204
H -1.591 -2.497 1.998
H -1.445 -3.287 0.436
H 0.737 -2.619 1.602
H 0.528 -1.188 -1.090
H 1.939 -1.923 -0.339
H 0.619 -2.950 -0.913
H 0.020 -0.538 2.445
H -0.254 0.057 0.977
C -2.996 0.370 -4.776
O -3.740 0.141 -3.591
C -4.684 1.170 -3.277
C -6.041 1.026 -4.002
C -6.000 1.475 -5.461
N -6.543 -0.354 -3.942
H -2.767 1.430 -4.923
H -3.532 -0.029 -5.640
H -2.052 -0.178 -4.695
H -4.868 1.079 -2.200
H -4.245 2.163 -3.433
H -6.760 1.676 -3.487
H -5.478 0.764 -6.107
H -7.018 1.577 -5.857
H -5.509 2.449 -5.557
H -6.647 -0.620 -2.961
H -5.792 -0.965 -4.277
C 7.463 0.667 3.867
C 6.311 1.560 4.173
C 5.527 2.534 3.108
B 3.930 2.073 2.886
C 3.139 1.210 4.040
C 3.522 -0.382 4.107
C 4.087 -1.020 2.702
H 7.357 -0.424 3.399
H 8.553 1.028 4.138
H 5.886 1.536 5.279
H 6.004 2.559 2.034
H 5.482 3.616 3.580
H 3.327 2.337 1.900
H 3.403 1.727 5.082
H 1.960 1.271 3.881
H 2.546 -0.963 4.397
H 4.402 -0.508 4.901
H 3.300 -0.898 1.830
H 4.212 -2.190 2.902
H 5.147 -0.634 2.388

Properties
HOMO in eV: -7.03
Largest force on an atom in eV/A: 3.30
Net charge: 0
Structure (SMILES): COC[C@@H](C)N.COC[C@@H](C)N.C=CCBCCC
Kohn-Sham gap in eV: 6.659
Energy in eV: -22828.9891
Multiplicity: 1
Molecular weight in g mol⁻¹: 274.258

From a Löwdin analysis of the wavefunction, the atomic charges in e read: atom 1 (C): -0.104, atom 2 (O): -0.193, atom 3 (C): -0.197, atom 4 (C): -0.432, atom 5 (C): -0.072, atom 6 (N): 0.041, atom 7 (H): 0.093, atom 8 (H): 0.075, atom 9 (H): 0.075, atom 10 (H): 0.120, atom 11 (H): 0.117, atom 12 (H): 0.133, atom 13 (H): 0.065, atom 14 (H): 0.070, atom 15 (H): 0.080, atom 16 (H): 0.074, atom 17 (H): 0.075, atom 18 (C): -0.102, atom 19 (O): -0.215, atom 20 (C): -0.196, atom 21 (C): -0.431, atom 22 (C): -0.075, atom 23 (N): 0.035, atom 24 (H): 0.092, atom 25 (H): 0.074, atom 26 (H): 0.088, atom 27 (H): 0.118, atom 28 (H): 0.118, atom 29 (H): 0.135, atom 30 (H): 0.064, atom 31 (H): 0.078, atom 32 (H): 0.078, atom 33 (H): 0.072, atom 34 (H): 0.072, atom 35 (C): -0.083, atom 36 (C): -0.180, atom 37 (C): -0.169, atom 38 (B): -0.134, atom 39 (C): -0.213, atom 40 (C): -0.258, atom 41 (C): -0.140, atom 42 (H): 0.063, atom 43 (H): 0.059, atom 44 (H): 0.112, atom 45 (H): 0.106, atom 46 (H): 0.124, atom 47 (H): 0.046, atom 48 (H): 0.109, atom 49 (H): 0.098, atom 50 (H): 0.104, atom 51 (H): 0.108, atom 52 (H): 0.072, atom 53 (H): 0.087, atom 54 (H): 0.065

---

Q: Look up the energy of the second one.
A: -11848.2145 eV